# 1
Computed, not measured: 3 unconnected molecules or ions with the total composition C14H27N2O3S, with ωB97M-V/def2-TZVPD.

```
47
Properties=species:S:1:pos:R:3:forces:R:3
S 1.562 -1.127 -0.771 0.0 0.9 0.6
C 1.658 0.591 0.015 -2.4 2.6 3.8
H -4.950 -0.883 0.275 2.5 0.1 -1.0
H -2.084 -0.386 6.077 0.1 0.2 0.0
H -1.983 0.648 3.182 0.0 -0.1 0.1
C 0.913 0.918 1.261 2.1 -1.5 -3.3
H 6.694 0.867 -3.085 -0.3 0.0 0.2
H 6.458 0.102 -5.427 0.0 0.1 0.2
H 2.328 1.413 -0.519 -1.4 -2.5 1.0
H 5.958 -0.745 -3.124 -0.2 0.2 0.1
H -0.712 -0.545 4.965 0.0 0.2 0.2
H -4.408 1.090 3.463 0.0 0.0 0.1
H -2.513 1.065 0.537 -2.0 -0.6 -1.2
N -0.667 2.601 5.979 -3.3 -9.1 -2.8
C -3.832 -0.791 -0.132 -1.4 1.8 0.0
O -2.984 -1.532 0.802 0.7 -1.5 -2.8
H 1.921 -0.950 -2.136 -0.9 0.3 1.5
H -0.921 -0.797 -1.167 1.7 -1.9 0.5
H -3.479 2.084 4.584 0.0 -0.2 0.0
C -2.187 -2.582 0.169 -0.2 -0.6 0.5
C -0.232 -1.719 -0.848 -2.3 0.1 -1.0
H -2.602 2.118 -1.489 -1.6 -1.9 0.0
H -2.438 -3.653 0.633 0.8 2.6 -0.6
H -0.249 -2.557 -1.696 0.3 1.8 1.7
N 3.600 1.281 -1.995 8.1 -3.5 -5.5
O -0.740 -2.270 0.419 -0.1 0.4 -2.4
H 3.428 0.052 -4.925 0.1 0.0 0.0
C -3.458 0.837 -0.130 -0.9 0.2 -0.1
C -1.077 1.458 5.639 3.0 7.6 2.5
C -2.517 0.206 4.032 -0.3 0.1 -0.2
H 4.243 -0.201 -6.467 0.0 -0.1 0.2
H 4.448 -1.383 -5.161 0.0 0.1 -0.1
C 5.571 0.458 -4.891 -0.3 0.1 -0.4
H -4.316 0.633 5.174 0.1 0.1 -0.1
C -3.749 1.052 4.336 -0.1 0.1 0.0
H -4.426 1.423 0.241 2.3 -1.3 -0.4
H -2.840 -0.795 3.725 0.2 0.1 0.1
C 4.599 0.839 -2.626 -6.5 2.8 4.5
H 5.445 1.518 -5.144 0.1 -0.2 0.1
O -3.241 1.324 -1.532 1.6 0.6 1.9
H -2.307 -2.695 -0.987 -0.2 0.5 2.1
C -1.571 0.081 5.229 0.3 1.1 0.1
H 0.158 0.156 1.746 1.7 1.7 -1.0
H -3.811 -1.147 -1.244 0.2 0.4 2.1
C 4.352 -0.315 -5.384 0.0 -0.1 -0.1
H 1.158 1.952 1.789 -0.7 -2.4 -1.4
C 5.802 0.307 -3.386 -0.8 0.6 0.3
```
Positions in Å, forces in eV/Å.

For the frontier orbital gap, the calculation gives 9.4 eV. Its HOMO energy is -12.9 eV. As for the strongest force on any atom: 10.41 eV Å⁻¹. As for the net charge: +1. The molecular weight comes out at 303.4 g/mol. As for the LUMO energy: -3.5794 eV.

Atomic partial charges in e from the natural (NBO) method, atoms 1 to 2: atom 1 (S): 0.55, atom 2 (C): -0.41

=====

# 2
Computed, not measured: C5H9NO in the gas phase, with ωB97M-V/def2-TZVPD.

```
16
Properties=species:S:1:pos:R:3:forces:R:3
N 1.931 -0.614 1.290 -0.4 0.4 0.4
C -0.640 0.009 -0.869 -0.1 -0.1 -0.2
H -0.739 2.177 -1.233 0.0 0.0 0.3
H -1.076 -2.013 -0.091 0.0 0.2 -0.1
H 3.607 -0.900 0.551 -0.1 0.1 -0.1
H 0.088 -0.187 1.875 0.1 0.1 0.1
O 2.844 -0.384 0.262 0.3 -0.1 -0.1
H -0.411 -0.226 -1.904 -0.2 0.2 0.0
C 0.834 0.014 1.114 0.1 -0.1 0.2
H -2.457 -1.111 -0.745 0.1 0.0 0.0
C -0.833 1.428 -0.452 -0.1 0.1 0.0
H -1.816 -0.702 0.835 0.1 0.0 -0.2
C 0.464 0.743 -0.107 0.2 -0.2 -0.1
C -1.525 -1.018 -0.175 0.0 0.0 0.0
H 1.322 1.138 -0.643 -0.2 -0.4 -0.2
H -1.594 1.647 0.292 0.2 -0.1 0.0
```
Positions in Å, forces in eV/Å.

For the frontier orbital gap, the calculation gives 10.3 eV. Its HOMO energy is -9.2 eV. The SMILES is C[C@H]1C[C@H]1/C=N\O. The energy relative to the best compared isomer or geometry (same formula, charge and spin) comes out at 322.3 kJ/mol. As for the strongest force on any atom: 0.68 eV Å⁻¹. The molecular weight comes out at 99.1 g/mol. As for the LUMO energy: 1.1005 eV.

Atomic partial charges in e from the natural (NBO) method, atoms 1 to 2: atom 1 (N): -0.14, atom 2 (C): -0.20

=====

Number 2 is which compound?
C5H9NO

=====

Among the records above, which one has the highest strongest force on any atom?
C14H27N2O3S

=====

Among the records above, which one has the lowest HOMO energy?
C14H27N2O3S

=====

strongest force on any atom of number 1 (C14H27N2O3S)?
10.41 eV Å⁻¹